Density functional theory data (ωB97M-V with the def2-TZVPD basis set) for C3H5NO2S in the gas phase at a distorted geometry.

Output
energy: -720.6485 Eh
SMILES: COC(=O)/C=N\S
molar mass: 119.14 g mol⁻¹
HOMO: -9.17 eV
ΔE to the lowest compared entry with this formula, charge and spin: 61.50 kcal per mole

Cartesian coordinates (Å):
C 2.21398 -0.42158 -0.12385
C -0.04722 0.21138 0.04389
C -1.19006 1.18268 -0.03239
H 2.25668 -0.86219 0.93280
H 3.20500 -0.01191 -0.36766
H 1.69609 -1.38933 -0.80436
H -0.84695 2.24280 -0.23041
H -2.27070 -1.20566 0.19153
N -2.48498 1.02850 0.07786
O 1.15796 0.66837 0.17001
O -0.35819 -0.97673 0.15305
S -3.33162 -0.46632 -0.01048

=====

Density functional theory data (ωB97M-V with the def2-TZVPD basis set) for a molecular structure, C46H41F15GeN2O3SSbTi at a distorted geometry.

Output
energy: -7175.7612 Eh
molar mass: 1229.12 g mol⁻¹
HOMO: -4.88 eV
charge: -1
ΔE to the lowest compared entry with this formula, charge and spin: 31.81 kcal per mole

Cartesian coordinates (Å):
Ti -0.52770 0.38210 0.77599
C 4.40050 2.69291 5.18464
C 3.13116 2.19880 4.54469
C 2.09487 1.65155 5.27809
C 0.96465 1.15924 4.65151
C 0.82340 1.14858 3.26281
N -0.29371 0.54450 2.64958
C -1.21547 -0.26800 3.35830
C -0.80718 -1.18955 4.31883
C -1.69493 -2.06379 4.92047
C -3.03767 -2.06373 4.58902
C -4.00450 -3.05353 5.18173
C -3.46316 -1.14479 3.63600
C -2.59551 -0.25724 3.01789
C -3.10514 0.70233 1.92946
O -2.28958 0.72053 0.81081
C -3.21759 2.14356 2.54671
F -4.23208 2.21071 3.42728
F -2.12085 2.50017 3.21468
F -3.43524 3.06412 1.60256
C -4.50277 0.33785 1.33801
F -4.78943 1.13041 0.30164
F -5.53210 0.42259 2.19347
F -4.48066 -0.92514 0.87523
C 1.82101 1.82827 2.51626
C 2.94123 2.31628 3.17442
C 1.60816 2.24206 1.05127
O 0.87985 1.35362 0.28118
C 0.76227 3.57681 1.07403
F 1.08416 4.38852 2.08366
F 0.86351 4.27686 -0.05957
F -0.53878 3.26565 1.21587
C 2.93970 2.57820 0.28827
F 3.95460 1.77714 0.57994
F 3.34785 3.83727 0.58077
F 2.74030 2.52339 -1.02859
H 4.44103 2.41635 6.23769
H 4.48112 3.77989 5.11373
H 5.27137 2.26690 4.68469
H 2.15945 1.60293 6.35934
H 0.15627 0.78423 5.26030
H 0.24156 -1.25660 4.56289
H -1.31557 -2.78355 5.63688
H -3.47385 -3.83976 5.71739
H -4.60149 -3.52118 4.39758
H -4.69444 -2.57184 5.87813
H -4.51211 -1.14097 3.37704
H 3.70743 2.83274 2.61627
S 2.69031 -1.03621 0.27429
C 4.24497 -1.58212 0.54241
N 5.33153 -1.96144 0.71150
F -1.86860 -0.82011 -8.36078
C -1.30268 -0.59913 -7.14863
C -0.14806 -1.27655 -6.81823
C 0.41426 -1.04769 -5.56804
C -0.15584 -0.15816 -4.65590
C -1.32389 0.49900 -5.03670
C -1.90176 0.29295 -6.28476
Sb 0.72190 0.04149 -2.65741
C 2.65415 0.39678 -3.56234
C 2.78810 1.06510 -4.78038
C 4.03083 1.23234 -5.37479
C 5.13882 0.70246 -4.74384
F 6.35123 0.85959 -5.32765
C 5.05101 0.01717 -3.55244
C 3.79920 -0.12802 -2.96459
C -0.01804 2.07704 -2.62707
C 0.64353 3.16749 -3.18340
C 0.06322 4.42888 -3.19106
C -1.18820 4.58645 -2.63165
F -1.75520 5.81681 -2.63858
C -1.87689 3.53780 -2.06338
C -1.27873 2.28311 -2.06916
H 0.29789 -1.96082 -7.52805
H 1.32970 -1.56835 -5.30802
H -1.80156 1.19291 -4.35669
H -2.80719 0.80579 -6.58252
H 1.91371 1.45035 -5.29070
H 4.14634 1.75860 -6.31334
H 5.93689 -0.39623 -3.08934
H 3.72252 -0.64580 -2.01650
H 1.63565 3.04703 -3.59813
H 0.57552 5.28535 -3.60958
H -2.85337 3.69757 -1.62517
H -1.83865 1.45109 -1.65165
C -3.13751 -3.11656 -1.38398
C -2.77059 -2.08631 -2.42512
C -3.08440 -2.45435 -3.85158
O -2.22737 -1.04400 -2.12757
H -3.92049 -3.78389 -1.74234
H -3.43970 -2.63223 -0.45968
H -2.24590 -3.71151 -1.16720
H -4.16983 -2.49036 -3.97482
H -2.69983 -3.45391 -4.06551
H -2.65952 -1.73538 -4.54544
C 1.46678 -4.13434 0.14179
Ge 0.57815 -3.05173 1.52982
C -0.72265 -4.36332 2.30117
C 1.82676 -2.68568 3.00585
C -0.60177 -1.69474 0.71450
H 1.09498 -5.16132 0.16506
H 2.54394 -4.13936 0.30822
H 1.29162 -3.70914 -0.84738
H -0.21365 -5.03604 2.99661
H -1.16167 -4.97424 1.50754
H -1.53714 -3.87103 2.83660
H 2.80995 -3.03316 2.68627
H 1.53276 -3.22756 3.90785
H 1.92299 -1.62226 3.22270
H -1.60164 -1.93291 1.08985
H -0.57080 -1.94463 -0.34980

=====

Density functional theory data (ωB97M-V with the def2-TZVPD basis set) for a gas-phase ion, C8H9N2O (charge -1) at a distorted geometry.

Output
energy: -494.8557 Eh
SMILES: CN1Cc2ccccc2N1[O-]
molar mass: 149.17 g mol⁻¹
HOMO: -1.58 eV
charge: -1
ΔE to the lowest compared entry with this formula, charge and spin: 40.19 kcal per mole

Cartesian coordinates (Å):
C -0.44975 -2.01250 2.03097
C 0.25933 -2.59934 1.02939
C -0.69939 -0.61369 1.98703
C 0.81278 -1.93545 -0.06843
C -0.27041 0.01438 0.86127
C 0.47596 -0.58288 -0.17259
C -0.42234 1.54230 0.34695
C -0.11614 2.22816 -2.08113
N 1.02983 0.25932 -1.04408
N 0.36883 1.65380 -0.85728
O 1.66113 0.07626 -2.18944
H -0.85403 -2.61485 2.74553
H 0.39357 -3.78928 1.02702
H -1.21736 -0.06879 2.67629
H 1.33799 -2.49144 -0.72362
H -1.51631 1.58833 0.15752
H -0.07311 2.15881 1.28262
H 0.05296 3.43477 -2.02828
H 0.51870 1.78352 -2.74881
H -1.29226 1.96856 -2.23093

=====

Density functional theory data (ωB97M-V with the def2-TZVPD basis set) for 15 unconnected molecules or ions with the total composition H30O15 at a distorted geometry.

Output
energy: -1146.4595 Eh
molar mass: 270.23 g mol⁻¹
HOMO: -10.36 eV
ΔE to the lowest compared entry with this formula, charge and spin: 113.28 kcal per mole

Cartesian coordinates (Å):
O 1.61174 -2.66959 1.09089
H 1.64402 -3.64065 1.00306
H 0.62118 -2.54559 1.17253
O 1.95617 -0.48440 -0.22455
H 1.47180 0.16884 0.30715
H 2.02664 -1.42441 0.18021
O -3.47646 0.13745 0.55927
H -3.67261 0.90537 1.09665
H -4.29602 -0.33251 0.54237
O -3.58781 2.86989 -0.58597
H -3.41514 3.51244 0.06814
H -3.02396 2.56356 -1.29770
O 4.91959 0.21484 1.41772
H 4.81170 -0.61909 0.95415
H 4.63175 -0.14725 2.25693
O -0.93480 3.28018 0.11115
H -1.72340 2.67073 0.17639
H -0.95163 3.98263 0.78330
O -1.45590 -0.94913 -2.16145
H -1.43920 -0.11764 -2.63908
H -0.75414 -1.62300 -2.39912
O -2.11111 0.42405 3.38232
H -1.42093 1.02774 3.56324
H -2.52560 0.10381 4.28412
O -2.52455 -2.29389 0.14535
H -2.27813 -1.38937 0.21704
H -3.23763 -2.10471 -0.48616
O 0.10408 -5.19056 1.07629
H -0.59592 -4.59899 1.39729
H 0.86814 -4.63061 1.16192
O 1.59970 2.14309 1.00606
H 1.29376 3.01277 1.25066
H 2.49973 2.04866 1.27041
O 0.24161 -0.36194 3.20249
H 1.19185 -0.20659 3.16596
H 0.02846 -0.23795 4.12848
O 0.58948 4.00220 -3.27785
H -0.28741 3.66766 -3.53662
H 0.69295 3.78352 -2.36297
O 3.16164 -0.28057 -3.18052
H 3.98286 -0.72690 -3.26948
H 3.10138 0.18680 -2.35002
O 0.39878 -1.27239 -4.68874
H -0.46012 -1.71083 -4.69414
H 0.72344 -1.14768 -3.81718

=====

Density functional theory data (ωB97M-V with the def2-TZVPD basis set) for C9H6FN7O in the gas phase at a distorted geometry.

Output
energy: -904.9266 Eh
SMILES: NC(=O)c1[nH]nnc1-n1nnc2cc(F)ccc21
molar mass: 247.19 g mol⁻¹
HOMO: -9.32 eV
ΔE to the lowest compared entry with this formula, charge and spin: 0.00 kcal per mole

Cartesian coordinates (Å):
O 2.50357 -3.49763 -1.16634
F -4.08220 3.07737 0.89779
N 2.16504 0.95487 -0.90817
N -1.08607 -0.72136 2.00648
N 2.99442 0.54911 -1.81740
N 0.09950 -0.97175 1.54041
C 1.72119 -2.66572 -0.76402
C 2.03726 -1.24753 -0.83138
C 1.54050 -0.11009 -0.32060
C -1.93668 2.80896 -0.03000
C -2.73021 1.18122 1.55627
C -0.74454 2.11580 -0.16831
C -2.92405 2.36189 0.85478
C -1.53661 0.47126 1.41474
C -0.53839 0.91976 0.56462
N 0.57871 -3.18884 -0.24118
N 2.98488 -0.79700 -1.73226
N 0.43789 -0.04425 0.54971
H -2.11908 3.70778 -0.61857
H -3.50987 0.81046 2.20844
H 0.01862 2.44773 -0.85360
H 0.60763 -4.17702 -0.13465
H 0.05650 -2.57810 0.36852
H 3.46197 -1.40688 -2.37526

=====

Density functional theory data (ωB97M-V with the def2-TZVPD basis set) for 2 unconnected molecules or ions with the total composition C4H10NO at a distorted geometry.

Output
energy: -288.0860 Eh
molar mass: 88.13 g mol⁻¹
HOMO: -14.22 eV
charge: +1
ΔE to the lowest compared entry with this formula, charge and spin: 48.39 kcal per mole

Cartesian coordinates (Å):
C -1.49419 0.14739 -0.72153
C -0.22667 -0.37670 -1.31110
C 0.00065 -1.20072 -2.36197
C 1.13712 0.80061 0.55059
N 1.04783 0.14754 -0.57682
H -1.36392 0.20125 0.41476
H -2.30245 -0.63094 -0.90960
H -1.83621 1.11652 -1.14651
H 0.98338 -1.31833 -2.76724
H -0.74137 -2.00743 -2.58267
H 2.09365 1.33268 0.75223
H 0.33814 0.76712 1.30511
H 1.86202 0.24889 -1.20956
H -0.87139 -0.39115 3.43379
H -0.27084 1.05249 3.88699
O -0.21591 0.29658 3.24056